(1)
ORCA calculation (ωB97M-V/def2-TZVPD) on an isolated ion of composition C2H4NO and charge +1 in a non-equilibrium geometry.

## Properties
calculated total energy: -208.1281 Eh
ΔE to the lowest compared entry with this formula, charge and spin: 374.2 kJ/mol
strongest force on any atom: 4.250 eV Å⁻¹
HOMO level (alpha / beta): -16.294 / -15.977 eV
LUMO level (alpha / beta): -7.56 / -7.94 eV
net charge: +1

Geometry (Å):
C  -0.43  -0.55  0.91
C  -0.06  -0.21  -0.37
N  0.36  1.43  -0.46
O  1.28  1.48  -1.13
H  -1.07  -0.09  1.57
H  0.10  -1.37  1.43
H  0.78  -0.64  -1.05
H  -0.95  -0.05  -0.90

Atom charges from the natural (NBO) analysis, given in e for atoms 1 to 6: number 1, C, carries 0.061; number 2, C, carries -0.504; number 3, N, carries 0.418; number 4, O, carries -0.026; number 5, H, carries 0.227; number 6, H, carries 0.234

(2)
ORCA calculation (ωB97M-V/def2-TZVPD) on a 3-piece molecular cluster, C4H12NS overall in a non-equilibrium geometry.

## Properties
calculated total energy: -612.1549 Eh
ΔE to the lowest compared entry with this formula, charge and spin: 393.3 kJ/mol
strongest force on any atom: 4.417 eV Å⁻¹
HOMO level: -13.752 eV
LUMO level: -3.39 eV
net charge: +1

Geometry (Å):
C  0.56  -0.61  -1.41
C  1.68  0.32  1.19
C  -0.59  1.35  0.76
C  -0.08  -0.95  -0.33
N  0.25  0.07  0.80
S  -1.26  -2.34  -0.06
H  -2.01  -0.60  -1.98
H  1.44  -0.01  -1.58
H  0.55  -1.47  -2.14
H  1.94  0.05  2.20
H  2.46  -0.03  0.45
H  1.65  1.45  1.31
H  -0.18  2.25  0.21
H  -1.56  1.08  0.32
H  -0.62  1.80  1.77
H  -2.27  0.20  -1.88
H  -0.20  -0.33  1.62
H  -1.76  -2.25  -1.27

Atom charges from the natural (NBO) analysis, given in e for atoms 1 to 6: number 1, C, carries -0.417; number 2, C, carries -0.431; number 3, C, carries -0.431; number 4, C, carries 0.014; number 5, N, carries -0.409; number 6, S, carries 0.109

(3)
ORCA calculation (ωB97M-V/def2-TZVPD) on a 2-piece molecular cluster, C5H9NO overall in a non-equilibrium geometry.

## Properties
calculated total energy: -325.8787 Eh
ΔE to the lowest compared entry with this formula, charge and spin: 154.6 kJ/mol
strongest force on any atom: 4.003 eV Å⁻¹
SMILES string: Cc1ccc[nH]1.O
HOMO level: -7.736 eV
LUMO level: 0.85 eV
net charge: 0

Geometry (Å):
C  1.27  -1.26  -1.83
C  1.20  -0.40  -0.61
C  2.17  0.55  -0.28
C  1.82  1.13  0.99
C  0.61  0.53  1.36
N  0.16  -0.30  0.39
H  2.07  -2.05  -1.83
H  0.38  -1.87  -1.80
H  1.28  -0.67  -2.79
H  3.01  0.70  -0.96
H  2.02  2.06  1.50
H  0.09  0.56  2.27
H  -0.48  -1.08  0.46
O  -5.03  0.12  0.23
H  -5.50  0.20  -0.61
H  -5.72  -0.09  0.86

Atom charges from the natural (NBO) analysis, given in e for atoms 1 to 6: number 1, C, carries -0.650; number 2, C, carries 0.104; number 3, C, carries -0.288; number 4, C, carries -0.322; number 5, C, carries -0.049; number 6, N, carries -0.514

(4)
ORCA calculation (ωB97M-V/def2-TZVPD) on C12H27N3OPtSi as an isolated structure in a non-equilibrium geometry.

## Properties
calculated total energy: -1121.7105 Eh
ΔE to the lowest compared entry with this formula, charge and spin: 83.5 kJ/mol
strongest force on any atom: 2.177 eV Å⁻¹
HOMO level: -6.905 eV
LUMO level: 0.48 eV
net charge: 0

Geometry (Å):
Pt  -0.01  0.99  0.27
N  4.45  0.91  1.84
C  3.17  1.12  1.41
O  2.96  1.78  0.41
C  2.10  0.49  2.31
C  0.73  1.15  2.20
H  5.20  1.23  1.26
H  4.65  0.29  2.61
H  2.50  0.52  3.33
H  1.99  -0.56  2.02
H  0.81  2.19  2.51
H  0.02  0.63  2.85
N  -2.45  1.10  -0.34
C  -2.98  1.94  -1.42
C  -2.78  3.41  -1.04
C  -1.66  4.10  -1.79
C  -0.27  3.49  -1.61
N  0.11  3.24  -0.21
H  -2.56  0.11  -0.53
H  -2.93  1.30  0.53
H  -4.04  1.74  -1.62
H  -2.43  1.69  -2.33
H  -2.58  3.46  0.04
H  -3.71  3.96  -1.21
H  -1.62  5.15  -1.49
H  -1.89  4.09  -2.86
H  0.45  4.16  -2.09
H  -0.21  2.54  -2.14
H  -0.11  4.04  0.39
H  1.12  3.09  -0.14
C  1.23  -4.57  1.14
Si  0.13  -3.94  -0.23
C  0.77  -4.58  -1.85
C  -1.58  -4.63  0.07
C  0.07  -2.13  -0.21
C  0.04  -0.91  -0.22
H  1.27  -5.67  1.12
H  0.85  -4.26  2.12
H  2.25  -4.19  1.04
H  0.78  -5.67  -1.87
H  1.79  -4.23  -2.02
H  0.16  -4.23  -2.68
H  -1.57  -5.73  0.03
H  -2.29  -4.27  -0.67
H  -1.94  -4.34  1.06

Atom charges from the natural (NBO) analysis, given in e for atoms 1 to 6: number 1, Pt, carries 0.593; number 2, N, carries -0.827; number 3, C, carries 0.695; number 4, O, carries -0.651; number 5, C, carries -0.534; number 6, C, carries -0.554

(5)
ORCA calculation (ωB97M-V/def2-TZVPD) on a 12-piece molecular cluster, C54H96F3NO18S6 overall in a non-equilibrium geometry.

## Properties
calculated total energy: -6212.6598 Eh
ΔE to the lowest compared entry with this formula, charge and spin: 46.6 kJ/mol
strongest force on any atom: 3.599 eV Å⁻¹
HOMO level: -6.983 eV
LUMO level: -0.75 eV
net charge: 0

Geometry (Å):
C  -1.41  -11.72  -30.66
C  -0.64  -10.70  -31.48
C  0.56  -11.30  -32.27
N  1.30  -10.26  -33.10
C  0.23  -9.45  -33.93
C  2.33  -10.74  -34.11
C  3.30  -9.55  -34.31
C  3.24  -8.72  -33.11
C  2.11  -9.27  -32.26
H  -2.32  -11.18  -30.37
H  -0.90  -12.11  -29.78
H  -1.74  -12.55  -31.29
H  -0.24  -10.00  -30.75
H  -1.38  -10.21  -32.11
H  0.21  -12.16  -32.83
H  1.34  -11.73  -31.63
H  -0.40  -8.87  -33.26
H  -0.31  -10.19  -34.51
H  0.78  -8.72  -34.53
H  1.74  -11.11  -34.95
H  2.78  -11.62  -33.63
H  3.01  -9.02  -35.22
H  4.28  -9.98  -34.50
H  3.13  -7.70  -33.47
H  4.12  -8.90  -32.50
H  1.49  -8.48  -31.84
H  2.54  -9.78  -31.40
C  -0.35  -4.62  -39.20
F  -0.85  -4.34  -40.36
F  -0.56  -3.60  -38.37
F  -0.90  -5.81  -38.74
S  1.60  -4.86  -39.34
O  1.75  -6.27  -39.69
O  2.10  -3.89  -40.34
O  2.08  -4.47  -38.00
O  9.64  -1.55  -34.74
S  10.13  -2.06  -35.99
O  9.74  -1.50  -37.30
O  11.77  -1.92  -35.86
C  12.41  -2.25  -34.63
C  13.53  -1.24  -34.29
C  9.87  -3.92  -36.03
H  12.79  -3.24  -34.89
H  11.76  -2.43  -33.78
H  14.25  -1.12  -35.10
H  14.18  -1.51  -33.46
H  13.14  -0.24  -34.07
H  9.40  -4.20  -35.09
H  10.76  -4.49  -36.26
H  9.21  -4.21  -36.85
O  3.62  -4.53  -27.10
S  4.31  -5.84  -27.13
O  3.64  -7.03  -27.58
O  5.71  -5.75  -28.02
C  6.50  -4.59  -28.15
C  7.48  -4.63  -29.27
C  5.11  -6.13  -25.46
H  7.06  -4.38  -27.24
H  5.77  -3.80  -28.34
H  7.16  -4.37  -30.28
H  8.02  -5.58  -29.29
H  8.23  -3.86  -29.09
H  5.24  -7.21  -25.33
H  4.35  -5.82  -24.75
H  6.04  -5.56  -25.48
O  2.16  -17.90  -35.77
S  0.98  -17.75  -36.63
O  0.42  -16.42  -36.83
O  1.39  -18.26  -38.13
C  2.05  -19.51  -38.18
C  3.04  -19.44  -39.38
C  -0.39  -18.86  -36.13
H  1.31  -20.29  -38.33
H  2.65  -19.66  -37.28
H  3.43  -20.44  -39.55
H  3.81  -18.71  -39.14
H  2.54  -18.99  -40.24
H  -0.04  -19.87  -36.32
H  -1.20  -18.52  -36.77
H  -0.65  -18.60  -35.10
O  -6.63  -15.14  -34.17
S  -7.38  -15.77  -33.08
O  -6.76  -16.65  -32.08
O  -8.26  -14.65  -32.27
C  -8.35  -13.33  -32.75
C  -8.54  -12.31  -31.67
C  -8.71  -16.67  -33.82
H  -9.26  -13.34  -33.36
H  -7.47  -13.02  -33.30
H  -8.46  -11.35  -32.16
H  -7.68  -12.38  -31.00
H  -9.40  -12.40  -31.00
H  -9.22  -15.93  -34.44
H  -9.46  -16.92  -33.07
H  -8.32  -17.46  -34.46
O  -1.17  -15.41  -44.83
S  -0.84  -15.27  -43.44
O  0.56  -15.15  -42.98
O  -1.73  -14.00  -42.86
C  -1.22  -13.31  -41.67
C  -2.27  -12.30  -41.18
C  -1.82  -16.53  -42.41
H  -0.34  -12.75  -41.97
H  -1.05  -14.02  -40.86
H  -1.77  -11.64  -40.47
H  -3.18  -12.74  -40.77
H  -2.50  -11.63  -42.01
H  -2.86  -16.49  -42.74
H  -1.68  -16.25  -41.37
H  -1.47  -17.54  -42.61
C  -2.55  -5.21  -29.99
C  -2.10  -4.51  -31.13
C  -3.03  -4.23  -32.11
C  -4.32  -4.66  -32.04
C  -4.79  -5.35  -30.94
C  -3.88  -5.65  -29.90
H  -1.90  -5.51  -29.18
H  -1.05  -4.33  -31.29
H  -2.69  -3.59  -32.91
H  -5.01  -4.47  -32.85
H  -5.84  -5.59  -30.84
H  -4.16  -6.30  -29.09
C  1.73  -10.94  -21.65
C  0.53  -10.38  -21.29
C  -0.58  -10.56  -22.12
C  -0.44  -11.25  -23.30
C  0.74  -11.84  -23.63
C  1.81  -11.81  -22.77
H  2.65  -10.72  -21.13
H  0.49  -9.82  -20.37
H  -1.50  -10.04  -21.90
H  -1.21  -11.32  -24.04
H  0.80  -12.40  -24.55
H  2.73  -12.32  -22.98
C  5.28  -13.09  -39.59
C  6.52  -13.58  -39.32
C  7.66  -12.80  -39.61
C  7.49  -11.47  -39.95
C  6.25  -10.91  -39.94
C  5.15  -11.71  -39.83
H  4.41  -13.70  -39.41
H  6.64  -14.58  -38.94
H  8.65  -13.21  -39.48
H  8.34  -10.87  -40.24
H  6.21  -9.83  -40.02
H  4.14  -11.32  -39.90
C  7.36  -12.89  -31.22
C  6.28  -13.68  -30.81
C  5.68  -13.42  -29.53
C  6.13  -12.35  -28.77
C  7.09  -11.49  -29.28
C  7.71  -11.75  -30.48
H  7.87  -13.01  -32.16
H  6.10  -14.58  -31.37
H  4.93  -14.13  -29.18
H  5.80  -12.21  -27.75
H  7.42  -10.62  -28.72
H  8.46  -11.12  -30.95
C  -7.98  -9.97  -25.26
C  -7.99  -8.41  -25.18
C  -6.88  -7.95  -24.19
C  -6.82  -6.44  -24.29
C  -5.62  -5.77  -23.59
C  -4.28  -5.99  -24.35
H  -8.74  -10.33  -25.95
H  -8.11  -10.49  -24.31
H  -7.06  -10.29  -25.76
H  -7.74  -8.06  -26.18
H  -8.99  -8.03  -24.98
H  -5.90  -8.38  -24.39
H  -7.28  -8.15  -23.20
H  -6.81  -6.06  -25.31
H  -7.73  -5.97  -23.89
H  -5.74  -4.70  -23.48
H  -5.56  -6.27  -22.62
H  -4.30  -5.33  -25.22
H  -3.42  -5.74  -23.74
H  -4.05  -6.98  -24.75

Atom charges from the Mulliken analysis, given in e for atoms 1 to 6: number 1, C, carries -1.465; number 2, C, carries -0.064; number 3, C, carries -0.811; number 4, N, carries 0.249; number 5, C, carries -1.094; number 6, C, carries -0.617

(6)
ORCA calculation (ωB97M-V/def2-TZVPD) on a 2-piece molecular cluster, C2H7NO3 overall in a non-equilibrium geometry.

## Properties
calculated total energy: -360.8297 Eh
ΔE to the lowest compared entry with this formula, charge and spin: 220.5 kJ/mol
strongest force on any atom: 5.480 eV Å⁻¹
SMILES string: CNC(=O)O.O
HOMO level: -9.686 eV
LUMO level: 0.16 eV
net charge: 0

Geometry (Å):
C  1.36  0.94  2.08
N  0.59  0.26  1.01
C  1.20  -0.06  -0.14
O  1.81  0.78  -0.82
O  1.38  -1.36  -0.19
H  1.52  2.01  1.74
H  2.46  0.56  2.28
H  0.90  0.92  3.13
H  -0.14  0.96  0.73
H  0.58  -1.91  -0.05
O  -5.10  -0.50  -1.94
H  -4.67  0.23  -1.33
H  -4.76  -1.33  -1.63

Atom charges from the natural (NBO) analysis, given in e for atoms 1 to 6: number 1, C, carries -0.426; number 2, N, carries -0.727; number 3, C, carries 0.879; number 4, O, carries -0.570; number 5, O, carries -0.674; number 6, H, carries 0.198